Record 1
Molecular formula: C16H33NOP2Zr
Method: DFT, wB97M-V/def2-TZVPD

Summary:
net charge	0
LUMO energy (spin up / spin down)	-1.8 / -1.8	eV
energy above the lowest of the compared OMol25 structures with the same formula, charge and spin	45.2	kcal per mole

The geometry in XYZ format:
```
54
C16H33NOP2Zr wB97M-V/def2-TZVPD
Zr 0.1561 -0.1150 0.3140
P 2.8666 -0.1336 0.0085
P -2.6611 0.3890 0.3675
O -0.7443 -2.0464 0.5614
N 0.0161 0.6756 -1.4608
C -0.0002 1.4953 -2.4999
C -0.9436 -2.5886 2.8647
C -0.0366 2.9146 -2.2818
C 0.4800 -3.9645 1.1673
C 3.9667 -0.1248 1.4578
C 0.0196 0.9728 -3.8304
C -3.6309 -0.9094 -0.4785
C 0.0057 3.2373 -4.6718
C 3.4342 1.2325 -1.0566
C -3.5130 0.3985 1.9901
C 0.0239 1.8564 -4.9022
C -3.3006 1.8904 -0.4563
C 3.3510 -1.6336 -0.9100
C -0.0285 3.7705 -3.3785
C 0.0799 1.3150 2.0138
C -0.6795 -3.0737 1.4701
H 5.0029 -0.3376 1.1779
H 2.8783 -2.5531 -0.5412
H -0.8157 1.9535 1.9716
H -2.9798 1.8814 -1.5054
H 3.6711 -0.8789 2.1964
H -0.0658 3.2596 -1.2358
H 3.9362 0.8542 1.9444
H 1.0593 -4.0870 2.0844
H 0.0160 3.9143 -5.5172
H -3.2905 1.3336 2.5186
H 4.4360 -1.8035 -0.8587
H 0.0379 1.4456 -5.9112
H 0.0293 -0.1200 -3.9257
H 0.2746 -4.9409 0.7748
H -0.1491 -2.9665 3.5103
H -0.9200 -1.4885 2.8559
H 3.0926 -1.5482 -1.9730
H -4.5980 0.3056 1.8450
H 1.5779 1.0328 0.1905
H -1.8842 -2.8654 3.3110
H -3.3208 -1.8870 -0.0910
H -4.3971 1.9228 -0.4008
H -4.7055 -0.7543 -0.3061
H -2.8766 2.7764 0.0315
H -3.4226 -0.8744 -1.5550
H 3.0115 1.0919 -2.0510
H -3.1571 -0.4431 2.6000
H 4.5185 1.2969 -1.0779
H 3.0300 2.1697 -0.6723
H 0.0624 0.7479 2.9599
H 1.0812 -3.4492 0.4047
H -0.0530 4.8476 -3.1895
H 0.9653 1.9644 2.0358
```

These are the Löwdin partial charges, in e, on atoms 1 to 6:
1. Zr 1.029
2. P 0.628
3. P 0.747
4. O -0.309
5. N -0.230
6. C -0.470


Record 2
Molecular formula: C16H33O6P2S
Method: DFT, wB97M-V/def2-TZVPD

Summary:
net charge	-1
LUMO energy	2.5	eV

The geometry in XYZ format:
```
58
C16H33O6P2S wB97M-V/def2-TZVPD
S 0.2046 1.2079 -3.9483
P -0.0617 1.6435 -0.4912
P 0.4291 2.4480 -2.4761
O 4.0424 2.6618 -0.0463
O -10.2082 -1.3166 0.5812
O -8.1869 -0.2524 0.4526
O 5.1925 1.5318 1.8700
O -3.1373 0.7047 1.2374
O -8.6227 -1.5919 2.2110
C 6.5137 1.5182 -0.3295
C 1.5711 2.2583 0.2822
C 3.5618 -4.1899 0.3835
C -5.8573 0.3109 0.8153
C 2.9451 1.6861 -0.3578
C -9.1074 -1.0745 1.0413
C -2.5160 0.1973 0.1686
C 1.0165 -0.9737 0.4812
C 5.1754 1.9080 0.5864
C 1.6888 -2.3768 -0.0339
C 0.5986 -0.1026 -0.8861
C 3.2825 -2.5483 0.3332
C -7.2434 -1.2571 2.2518
C -7.2026 0.0064 1.4468
C -1.8094 1.1204 -1.0334
C 6.2616 0.1855 -1.2575
H -6.9108 -1.1144 3.2830
H 5.9842 -0.7695 -0.6051
H -7.5454 0.8704 2.0292
H -6.6802 -2.0832 1.8031
H -1.8967 0.6072 -2.0773
H -5.2841 -0.6008 0.6188
H 1.5634 -2.4564 -1.2138
H -0.6233 2.9663 -0.1834
H -2.4909 2.0992 -1.0864
H 2.9371 1.4335 -1.4973
H 3.8983 -2.0453 -0.5356
H 7.2118 -0.0806 -1.9192
H 1.7847 2.9638 -2.5481
H 1.5832 3.4440 0.1433
H 1.6606 -0.3571 1.2373
H -0.3371 -0.7086 -1.3182
H 2.8620 -4.6830 1.1918
H -5.2564 0.9398 1.4797
H 3.2681 0.6881 0.2010
H 6.6944 2.4598 -1.0398
H 3.5019 -2.0790 1.3902
H 1.4109 -0.1652 -1.7252
H 1.0650 -3.2988 0.3971
H -2.3867 -0.9755 0.0318
H 7.4957 1.4216 0.3317
H 1.5238 2.1024 1.4649
H -0.4082 1.1353 0.8445
H 4.7020 -4.3631 0.5962
H -5.9793 0.8288 -0.1417
H 3.2169 -4.6225 -0.6608
H 5.3684 0.3710 -2.0179
H -0.0244 -1.2285 1.0017
H -0.4397 3.5955 -2.7580
```

These are the Löwdin partial charges, in e, on atoms 1 to 6:
1. S -0.023
2. P 0.227
3. P 0.189
4. O -0.137
5. O 0.123
6. O 0.082


Record 3
Molecular formula: C16H34BNP2Ti
Method: DFT, wB97M-V/def2-TZVPD

Summary:
net charge	0
LUMO energy (spin up / spin down)	0.1 / -0.2	eV
⟨S²⟩	2.013
2S+1	3
energy above the lowest of the compared OMol25 structures with the same formula, charge and spin	2.7	kcal per mole

The geometry in XYZ format:
```
55
C16H34BNP2Ti wB97M-V/def2-TZVPD
Ti -1.1263 -0.4719 2.0112
P 0.5420 -1.7266 0.7574
P 0.1212 1.6751 1.7630
N -1.3568 0.2787 3.8654
C 0.3261 1.4361 -2.8871
C -0.6313 -2.2503 3.1352
C 1.3514 -0.7977 -3.7153
C 0.4079 -1.5945 -2.8800
C 0.4712 -0.1744 -0.2971
C -0.7758 0.6763 4.8164
C 2.2629 -2.2226 0.7848
C 1.1465 2.9721 2.4868
C 0.9930 1.1640 0.2715
C -1.4323 2.5637 1.3364
C -0.9351 -1.5544 -2.9367
C -0.3873 -3.0333 -0.1190
C -0.9589 1.3716 -2.4938
C -2.0544 0.7357 -3.2945
C -1.7165 -0.6809 -3.8562
C 0.9621 0.6833 -4.0148
B -0.0750 1.2374 6.0382
H -1.5130 -2.2155 3.8008
H -0.5470 -0.0892 -0.6973
H -0.7001 0.9242 7.0289
H 2.5247 -2.7504 -0.1475
H 0.9011 -2.3930 -2.3204
H -2.3188 1.3728 -4.1615
H -2.6856 -1.1769 -4.0253
H 0.3650 0.7201 -4.9411
H 0.1535 -3.3933 -1.0102
H 0.8737 1.9565 -0.4784
H 2.1806 2.6165 2.5930
H -1.2784 2.0007 -1.6576
H -1.5269 -2.3048 -2.3971
H 2.3485 -0.8091 -3.2321
H -1.5844 2.6510 0.2482
H -1.3521 3.5637 1.7911
H 1.0560 0.7754 6.0845
H -2.2822 2.0479 1.8135
H -0.5781 -3.2471 2.6914
H -0.5132 -3.8714 0.5832
H -0.0420 2.4494 5.9349
H -2.9450 0.6655 -2.6429
H 1.4614 -1.3060 -4.6914
H 0.2452 -2.0880 3.7848
H -1.2302 -0.6007 -4.8447
H -1.3846 -2.6759 -0.4280
H 2.9175 -1.3454 0.9134
H 0.7694 3.2334 3.4852
H 1.1351 3.8581 1.8299
H 0.9647 2.2309 -2.4647
H 2.0648 1.0573 0.5353
H 1.0825 -0.4516 -1.1599
H 2.3980 -2.9030 1.6417
H 1.9053 1.2103 -4.2318
```

These are the Löwdin partial charges, in e, on atoms 1 to 6:
1. Ti 0.405
2. P 0.810
3. P 0.816
4. N -0.049
5. C -0.125
6. C -0.322


Record 4
Molecular formula: C16H34Cl4O5
Method: DFT, wB97M-V/def2-TZVPD

Summary:
net charge	-1
LUMO energy (spin up / spin down)	2.3 / 2.2	eV
⟨S²⟩	0.751
2S+1	2

The geometry in XYZ format:
```
59
C16H34Cl4O5 wB97M-V/def2-TZVPD
Cl -33.5460 13.9357 3.3982
Cl -34.8071 9.4681 5.9081
Cl -31.9635 14.0924 0.9882
Cl -32.9380 11.9270 6.4013
O -29.0523 12.8860 4.0209
O -29.4174 16.1022 9.0971
O -29.1653 16.9842 3.9177
O -28.1459 13.5847 9.8725
O -26.4544 12.0812 -1.2813
C -34.1431 10.7003 7.0175
C -27.9694 16.2642 3.6846
C -25.7176 12.5511 -0.0751
C -27.3889 18.4824 3.8990
C -29.5042 13.2083 5.3683
C -31.8825 13.7452 2.7423
C -27.8044 12.2344 -1.1531
C -30.0003 14.8479 9.3319
C -26.8080 13.1039 0.8198
C -28.3756 12.8013 6.2870
C -29.3316 14.0111 10.4679
C -28.1561 11.8062 4.2466
C -26.7596 17.1993 3.5945
C -28.0732 12.4794 0.3309
C -28.7103 18.1688 4.5242
C -27.2855 12.3377 5.3697
H -25.0129 13.3724 -0.2052
H -28.1067 11.5053 0.8189
H -26.3994 17.1197 2.5688
H -31.0690 14.9535 9.5183
H -27.5329 19.2557 3.1443
H -27.5660 11.4691 3.3944
H -29.9746 16.8474 9.3334
H -28.6069 18.0982 5.6070
H -26.7066 12.7903 1.8588
H -28.7527 10.9251 4.4825
H -26.6257 11.5024 5.6044
H -31.3899 12.7742 2.7916
H -25.1678 11.6967 0.3197
H -29.0276 12.9329 0.5987
H -30.0593 14.3266 8.3764
H -31.1877 14.4570 3.1879
H -28.0061 13.6465 6.8677
H -33.6125 10.1022 7.7583
H -29.4761 18.9182 4.3238
H -27.8365 15.5566 4.5029
H -28.7632 12.0801 7.0066
H -30.3666 12.5962 5.6326
H -29.9794 13.1840 10.7584
H -27.5978 14.3536 9.6993
H -28.2296 11.2635 -1.4073
H -34.8869 11.3509 7.4775
H -28.0430 15.7111 2.7482
H -29.8396 14.2340 5.5217
H -26.0662 16.8554 4.3621
H -26.8211 13.1661 4.8346
H -26.9597 14.1604 0.5987
H -28.1255 13.0233 -1.8331
H -29.0916 14.6864 11.2891
H -26.6778 19.0694 4.4802
```

These are the Löwdin partial charges, in e, on atoms 1 to 6:
1. Cl 0.442
2. Cl 0.312
3. Cl 0.452
4. Cl 0.238
5. O -0.166
6. O -0.089


Record 5
Molecular formula: C16H34ClIN3O5
Method: DFT, wB97M-V/def2-TZVPD

Summary:
net charge	+1
LUMO energy	-5.2	eV

The geometry in XYZ format:
```
60
C16H34ClIN3O5 wB97M-V/def2-TZVPD
I 1.1378 2.8300 2.0307
Cl 2.6711 -0.7172 -1.1420
O 1.0449 3.8672 -1.1895
O -0.4085 0.7206 0.6998
O -3.3171 -3.7511 5.7857
O -3.7556 -1.9274 1.5725
O 3.2331 3.8874 -5.2172
N 1.7917 1.9196 -3.5263
N 2.7731 0.2835 0.2980
N -2.3182 -4.2007 2.8482
C 4.0592 0.2582 0.8247
C 0.7788 1.7989 -2.4896
C 1.3073 2.4966 -4.7767
C -3.4951 -4.3050 1.9943
C 1.7010 -0.1224 1.3338
C 0.6158 0.9433 1.2492
C -3.3975 -4.9530 5.0449
C 0.1432 3.0651 -1.9285
C -2.6373 -1.0726 1.5802
C -3.5207 -3.1950 0.9682
C 2.4510 2.8103 -5.7147
C 5.1623 0.2778 1.2619
C -2.3071 -5.1089 3.9928
C 1.8178 4.7933 -1.9417
C -3.9506 -2.6288 5.2060
C 4.5386 3.5341 -4.8104
H 5.0661 2.9859 -5.5959
H 0.7494 3.4285 -4.6181
H 1.2468 1.2753 -1.6418
H 6.1492 0.3563 1.6512
H 2.0341 3.1215 -6.6753
H -2.5849 -3.1801 0.4000
H 2.5697 1.2595 0.0166
H -4.8328 -2.9156 4.6273
H 5.0763 4.4588 -4.6110
H 1.2684 5.1633 -2.8094
H -1.8651 -1.4222 2.2807
H 4.5392 2.9259 -3.8967
H -2.3325 -6.1363 3.6168
H -2.2533 -3.2518 3.1928
H -4.4345 -4.2577 2.5605
H -0.6263 2.7490 -1.2177
H 0.6348 1.7826 -5.2598
H -0.3640 3.6599 -2.6946
H 3.0712 1.9259 -5.8861
H -4.4036 -5.0731 4.6254
H -1.3463 -4.9815 4.4973
H 1.2864 -1.0800 1.0483
H -2.2009 -0.9819 0.5830
H -3.2621 -5.7587 5.7700
H -4.2657 -1.9742 6.0181
H 2.5511 2.4926 -3.1791
H 2.7658 4.3618 -2.2745
H -0.0173 1.1440 -2.8573
H -3.4698 -5.2652 1.4712
H -2.9764 -0.0895 1.9037
H 2.1847 -0.1604 2.3012
H -4.3381 -3.3781 0.2668
H 2.0452 5.6348 -1.2885
H -3.2715 -2.0592 4.5624
```

These are the Löwdin partial charges, in e, on atoms 1 to 6:
1. I 1.064
2. Cl 0.884
3. O -0.263
4. O 0.046
5. O -0.176
6. O -0.180


Record 6
Molecular formula: C16H34F3N5O6PRu
Method: DFT, wB97M-V/def2-TZVPD

Summary:
net charge	+2
LUMO energy (spin up / spin down)	-7.5 / -7.1	eV
⟨S²⟩	0.776
2S+1	2
energy above the lowest of the compared OMol25 structures with the same formula, charge and spin	11.3	kcal per mole

The geometry in XYZ format:
```
66
C16H34F3N5O6PRu wB97M-V/def2-TZVPD
Ru 0.1155 0.0171 -0.3457
P 0.7455 2.4150 1.2876
F -2.3482 0.4502 -4.3322
F -3.1664 -1.2814 -3.3111
F -1.4500 -1.5007 -4.6197
O 0.3055 -2.4787 0.2775
O 0.9175 1.9161 -0.1633
O -1.5894 -0.7303 0.5896
O -1.0375 0.6474 -1.9795
O -0.5683 -1.4776 -2.0236
O 1.8693 -0.7935 -0.9261
N 1.5567 1.5216 2.4096
N -3.2009 -2.1566 -0.0969
N 1.2249 3.9443 1.4469
N -0.8350 2.1727 1.6946
N 2.6813 -2.3094 -2.3758
C -3.6839 -3.5225 -0.3546
C 2.9284 -3.7061 -2.7588
C 1.2402 4.6176 2.7478
C 3.3247 -1.2715 -3.1936
C -1.3061 2.3304 3.0726
C 1.2040 0.1017 2.4414
C 1.3797 4.8316 0.2846
C -4.1703 -1.0667 -0.2726
C 1.9378 -2.0012 -1.3527
C 1.1958 -3.1023 -0.6218
C -1.8997 2.3549 0.7018
C 3.0071 1.7378 2.5550
C -0.9798 -3.0443 0.4384
C -1.9781 -1.9109 0.2790
C -1.1334 -0.4916 -2.5214
C -2.0391 -0.6901 -3.7508
H 0.6731 -3.7304 -1.3432
H 2.3586 5.3111 0.3161
H -2.6715 1.6032 0.8662
H 3.5521 -3.7110 -3.6467
H -1.1733 -3.8498 -0.2670
H 2.9209 -1.3227 -4.2038
H 1.9130 -3.7180 -0.0694
H -2.3654 3.3393 0.7999
H -3.4395 -4.1911 0.4680
H -4.7643 -3.4860 -0.4509
H -0.4822 2.2339 3.7736
H 1.9998 -4.2252 -2.9922
H -3.2701 -3.9061 -1.2872
H -4.8586 -1.0398 0.5715
H 1.2006 3.8979 3.5618
H 1.7443 -0.4645 1.6606
H 3.2610 2.7686 2.3273
H 1.4889 -0.3386 3.3977
H 3.4550 -4.2390 -1.9680
H -3.6502 -0.1193 -0.3502
H 1.3004 4.2681 -0.6403
H -2.0428 1.5554 3.2938
H 0.4015 5.3109 2.8376
H 0.6204 5.6151 0.2988
H 2.1602 5.1960 2.8438
H 3.5720 1.0856 1.8833
H -1.0687 -3.4301 1.4588
H 0.1275 -0.0317 2.3348
H 3.1323 -0.2937 -2.7703
H -1.5181 2.2641 -0.3109
H -4.7342 -1.2501 -1.1838
H 4.3980 -1.4471 -3.2299
H 3.2999 1.5211 3.5815
H -1.7882 3.3010 3.2123
```

These are the Löwdin partial charges, in e, on atoms 1 to 6:
1. Ru 1.576
2. P 0.553
3. F 0.214
4. F 0.164
5. F 0.197
6. O -0.177


Calculated total energy, -40518.7608, -58817.3332, -60997.1014, -77465.7809, -52459.7900, -56889.3080 eV (same order as the records).